The following is a DFT calculation (ωB97M-V/def2-TZVPD) of a structure of composition C28H91N5O15.

Structure (XYZ):
```
139
Properties=species:S:1:pos:R:3:forces:R:3
C 11.555657 -1.872830 -17.962772 -0.649 0.214 0.893
C 12.681232 -1.030483 -17.383244 -0.757 -0.023 -0.860
O 12.436301 0.378856 -17.532764 0.263 -0.031 -0.297
H 11.324621 -1.729662 -19.016536 0.394 0.169 -0.100
H 10.628200 -1.673210 -17.417291 -0.032 0.035 0.005
H 11.799581 -2.918756 -17.765904 -0.293 0.633 -0.179
H 13.577084 -1.347799 -17.923248 0.334 0.512 0.170
H 12.799133 -1.227118 -16.316930 -0.704 0.120 -0.816
H 13.134421 0.749704 -18.078808 -0.082 0.110 -0.028
C 15.992113 -4.956444 -13.530576 -0.497 0.004 0.182
C 15.745107 -6.029563 -12.471391 0.444 0.655 -0.560
O 16.967675 -6.711556 -12.202717 -0.078 -0.250 0.239
H 16.214840 -5.426884 -14.490559 0.163 0.127 -0.067
H 16.808015 -4.309992 -13.210053 0.147 -0.074 -0.104
H 15.108165 -4.321750 -13.648709 -0.044 -0.171 -0.050
H 14.963958 -6.712981 -12.810458 -0.063 -0.030 0.221
H 15.445671 -5.530313 -11.550998 -0.081 -0.277 0.104
H 17.097929 -7.392802 -12.867980 -0.021 0.026 -0.014
C 16.342141 -5.239819 -17.957706 0.478 -0.112 0.573
C 16.769524 -3.790777 -18.210068 -0.374 -0.478 0.378
O 15.941059 -3.217155 -19.220752 0.250 0.177 0.103
H 16.180704 -5.774054 -18.892845 0.016 0.017 -0.029
H 15.443657 -5.322380 -17.346413 -0.253 0.252 -0.304
H 17.079222 -5.800767 -17.374689 0.251 0.139 -0.178
H 17.833477 -3.703765 -18.447105 -0.031 -0.153 -0.302
H 16.649328 -3.197556 -17.301945 -0.218 0.071 -0.056
H 16.161937 -3.678996 -20.036110 -0.125 0.125 -0.075
C 10.920482 3.783357 -10.948738 -0.223 -0.449 -0.522
C 10.694640 2.781476 -12.077628 -0.409 0.351 -0.155
O 11.938151 2.287452 -12.528947 0.421 -0.303 0.433
H 9.964764 4.196644 -10.624659 -0.008 -0.045 0.055
H 11.534550 4.602858 -11.318778 0.177 -0.038 0.196
H 11.387166 3.260517 -10.114843 0.168 0.272 0.083
H 10.180072 3.263499 -12.918331 -0.080 0.021 0.097
H 10.052042 1.957061 -11.733281 0.007 0.034 -0.011
H 11.829203 1.816263 -13.373136 -0.140 0.062 -0.123
O 15.121645 1.463176 -10.091174 -0.208 -0.086 -0.106
H 14.259513 1.025737 -9.990519 0.024 0.140 0.180
H 14.952376 2.206439 -10.683042 0.056 -0.052 0.041
O 12.352035 0.608102 -10.049519 -0.102 0.012 -0.152
H 11.477293 0.447433 -9.682951 0.115 -0.002 0.079
H 12.201037 0.986515 -10.931834 -0.016 0.131 -0.108
O 11.534314 1.080043 -15.071503 0.073 0.083 -0.311
H 10.687582 0.622956 -15.143565 0.065 -0.185 0.212
H 11.942937 0.995204 -15.960792 -0.124 0.094 0.325
O 19.405126 0.563011 -12.834571 -0.140 -0.021 -0.011
H 18.658839 0.264945 -12.287991 0.127 0.096 0.036
H 19.059067 1.309824 -13.332908 -0.009 -0.035 0.053
O 17.486360 0.081447 -10.583996 -0.223 -0.058 -0.029
H 18.061828 0.403373 -9.883005 -0.003 -0.029 -0.065
H 16.596397 0.423136 -10.357662 0.276 0.126 -0.076
O 12.227457 -3.947691 -13.690349 -2.734 -2.310 2.865
H 11.477123 -3.573079 -13.180889 0.568 -0.476 0.050
H 12.805160 -3.194369 -13.877542 -0.528 -0.713 0.873
C 8.564423 -3.691297 -13.453548 -0.403 0.180 0.592
C 9.295887 -2.348518 -13.506338 -0.365 -0.480 0.613
C 8.342276 -1.157323 -13.544462 0.357 -0.369 -0.535
O 9.107353 -0.069643 -14.041708 -0.010 0.387 -0.156
C 8.337646 1.039348 -14.422762 -0.711 0.840 -0.173
N 10.221391 -2.276446 -12.374222 0.423 0.626 -0.234
H 9.238706 -4.544241 -13.493399 0.165 0.132 -0.240
H 7.767425 -3.799333 -14.189522 0.228 0.072 -0.261
H 8.057528 -3.773648 -12.484866 0.012 0.055 0.042
H 9.929166 -2.287800 -14.394937 -0.144 -0.051 -0.125
H 7.951115 -0.904238 -12.555212 -0.098 -0.120 0.093
H 7.510966 -1.401225 -14.214840 -0.092 0.289 -0.087
H 8.939249 1.817453 -14.895148 0.436 -0.347 -0.002
H 7.849224 1.564828 -13.593240 -0.031 -0.380 0.272
H 7.560774 0.776934 -15.148999 -0.019 -0.216 0.054
H 9.765239 -2.248249 -11.468662 -0.276 -0.194 -0.115
H 10.702249 -1.382395 -12.466758 0.166 -0.194 0.222
C 13.616147 -0.446737 -12.940136 -1.018 0.590 -0.970
C 14.707169 -1.270939 -13.591375 0.304 0.651 1.221
C 14.359090 -1.788106 -14.966360 1.150 1.109 -0.030
O 13.251678 -2.672627 -14.974452 3.248 2.834 -3.407
C 13.362620 -3.534194 -16.084594 0.211 -0.765 -1.062
N 15.948847 -0.485139 -13.654249 0.072 -0.439 -0.564
H 13.882945 -0.105387 -11.945290 -0.085 -0.452 0.168
H 12.628426 -0.917912 -13.011373 0.196 -0.303 0.609
H 13.417536 0.467598 -13.515294 0.517 -0.101 -0.129
H 14.943728 -2.098019 -12.915992 -0.135 -0.285 -0.227
H 15.288377 -2.218196 -15.356801 -0.223 -0.473 -0.080
H 14.128420 -0.942384 -15.632057 0.583 0.039 0.563
H 13.392649 -2.962451 -17.020862 0.292 -0.529 0.622
H 12.523042 -4.225216 -16.129083 -0.072 0.210 0.381
H 14.282703 -4.125017 -16.094368 0.058 0.051 0.574
H 16.264462 -0.263829 -12.718574 0.049 -0.043 0.030
H 15.820275 0.387652 -14.156555 -0.099 0.035 0.032
C 13.313326 4.307108 -14.980157 -1.194 0.095 -0.570
C 14.519804 3.418610 -14.736318 0.324 1.132 0.595
C 15.096982 2.863384 -16.017728 -0.544 -0.679 0.380
O 16.080999 1.898899 -15.661650 0.002 -0.262 -0.541
C 16.458663 1.143579 -16.802480 0.142 0.782 -0.693
N 15.496457 4.281494 -14.002444 0.193 -0.227 -1.034
H 13.549801 5.315266 -15.333078 0.463 0.018 0.365
H 12.683345 4.376848 -14.094229 0.288 0.163 0.173
H 12.615284 3.983452 -15.762740 0.267 -0.617 0.043
H 14.261616 2.620664 -14.037663 -0.128 -0.234 -0.328
H 15.490740 3.650664 -16.671259 0.298 0.076 0.124
H 14.293434 2.380506 -16.589665 -0.038 -0.173 0.024
H 16.653043 1.855024 -17.613132 0.263 -0.074 -0.124
H 15.673235 0.492305 -17.199073 -0.250 -0.172 0.434
H 17.362673 0.563206 -16.644513 -0.055 0.007 0.434
H 16.407979 3.822333 -14.017807 -0.158 -0.212 0.294
H 15.641839 5.038033 -14.674230 0.070 0.319 0.468
C 20.190287 -6.233511 -14.949295 0.319 -0.672 -0.920
C 20.658439 -4.799975 -15.033021 -0.205 0.833 0.880
C 19.498106 -3.833429 -15.328796 0.402 -1.041 -0.326
O 19.925586 -2.502962 -15.221088 0.171 0.007 0.035
C 18.904952 -1.617889 -15.586157 -0.583 0.602 -0.133
N 21.231928 -4.466596 -13.714579 -0.515 0.660 0.538
H 19.891960 -6.639033 -15.922270 -0.391 0.282 0.007
H 19.385522 -6.368915 -14.225478 -0.017 0.072 0.011
H 21.022898 -6.890048 -14.690105 0.038 0.204 0.401
H 21.443970 -4.666166 -15.779458 -0.015 -0.097 -0.047
H 18.720229 -4.090444 -14.598492 -0.256 0.344 -0.009
H 19.112215 -4.027468 -16.339279 -0.132 0.021 -0.052
H 17.982063 -1.806577 -15.026914 -0.045 -0.092 -0.045
H 18.696820 -1.646142 -16.665113 -0.030 -0.324 -0.051
H 19.165061 -0.581962 -15.371291 0.448 -0.175 0.290
H 20.514523 -4.680340 -13.014921 0.188 -0.620 -0.091
H 21.198878 -3.450140 -13.600000 0.606 -0.018 -0.474
C 12.766256 -7.988924 -21.373888 -0.401 0.100 0.444
C 13.548557 -6.687870 -21.119521 0.804 -1.619 -0.454
C 13.070934 -5.957777 -19.883713 -0.723 1.412 -1.059
O 11.688548 -5.668494 -20.090487 0.248 -0.064 0.530
C 11.122882 -4.976547 -18.991098 -0.350 -0.535 -0.451
N 14.963200 -7.062726 -21.028819 0.169 -0.319 0.339
H 11.728305 -7.772172 -21.624990 0.021 0.013 -0.023
H 12.740120 -8.604426 -20.468207 0.040 0.123 0.114
H 13.196475 -8.630813 -22.140322 0.194 0.371 -0.189
H 13.512096 -6.092089 -22.033264 -0.506 0.426 0.299
H 13.618575 -5.004537 -19.852071 0.112 0.039 0.268
H 13.224322 -6.448226 -18.916553 0.079 -0.500 -0.189
H 11.450499 -5.437360 -18.054456 0.092 0.169 0.171
H 10.045453 -5.128893 -19.057006 -0.047 0.156 0.007
H 11.337246 -3.905310 -19.005758 0.039 -0.592 -0.268
H 15.107501 -7.604545 -20.181777 0.195 0.002 -0.087
H 15.602566 -6.279202 -21.013419 -0.148 0.119 0.044
```
Positions in Å, forces in eV/Å.

Calculated values
Highest occupied orbital energy = -0.330 Eh
Electronic energy = -2523.59232 hartree
Frontier orbital gap = 9.146 eV